Entry 1:
179
Properties=species:S:1:pos:R:3 method="wB97M-V/def2-TZVPD" relative_energy_kj_mol=84.28 lumo_ha=-0.125 total_charge=+1 homo_energy_ev=-10.164
Ta -0.239 -0.441 -0.363
C 3.345 0.040 -1.898
N 2.095 -0.453 -2.468
C 2.058 -0.151 -3.894
C 1.996 -1.885 -2.243
C 0.642 -2.461 -2.639
N -0.497 -1.672 -2.161
C -1.692 -1.880 -2.792
C -2.773 -1.034 -2.509
F -2.560 -0.056 -1.591
C -4.026 -1.133 -3.066
F -4.957 -0.240 -2.715
C -4.318 -2.128 -3.973
C -3.292 -3.004 -4.267
F -3.529 -4.023 -5.095
C -2.030 -2.898 -3.713
F -1.166 -3.874 -4.038
H 4.221 -0.398 -2.399
H 3.390 -0.195 -0.836
H 3.393 1.124 -2.009
H 2.820 -0.724 -4.442
H 2.257 0.908 -4.050
H 1.077 -0.380 -4.311
H 2.171 -2.049 -1.179
H 2.762 -2.438 -2.811
H 0.597 -3.481 -2.241
H 0.601 -2.531 -3.725
H -5.297 -2.225 -4.418
C -2.852 -0.507 5.190
O -3.185 -1.280 4.052
C -4.321 -2.025 4.085
C -5.048 -2.246 5.248
C -6.171 -3.058 5.243
C -6.587 -3.660 4.070
C -5.868 -3.449 2.906
C -4.740 -2.634 2.885
N -4.030 -2.581 1.658
C -3.153 -1.640 1.173
N -3.470 -0.382 1.482
C -2.886 0.859 1.242
C -1.654 1.102 0.643
C -1.334 2.452 0.407
C -2.169 3.489 0.765
C -3.369 3.231 1.417
C -3.720 1.924 1.665
O -4.866 1.542 2.300
C -5.770 2.551 2.716
N -2.147 -1.987 0.409
C -2.067 -3.373 0.055
C -2.874 -3.848 -0.984
C -2.734 -5.129 -1.488
C -1.761 -5.966 -0.961
C -1.026 -5.550 0.132
C -1.222 -4.290 0.694
O -0.584 -4.058 1.871
C -1.320 -3.389 2.893
H -1.983 0.079 4.900
H -2.596 -1.134 6.048
H -3.670 0.163 5.468
H -4.721 -1.803 6.178
H -6.708 -3.227 6.166
H -7.463 -4.293 4.055
H -6.178 -3.923 1.983
H -4.033 -3.450 1.149
H -4.323 -0.293 2.015
H -0.406 2.705 -0.078
H -1.893 4.510 0.538
H -4.020 4.044 1.705
H -6.635 2.024 3.111
H -6.080 3.180 1.880
H -5.336 3.175 3.501
H -3.617 -3.181 -1.403
H -3.370 -5.464 -2.297
H -1.617 -6.957 -1.370
H -0.311 -6.210 0.607
H -0.759 -3.537 3.809
H -2.314 -3.828 3.002
H -1.399 -2.321 2.715
C 3.101 -5.033 -1.061
C 3.879 -4.527 0.148
C 4.832 -5.608 0.650
C 4.670 -3.267 -0.188
O 2.919 -4.272 1.187
Si 2.508 -3.126 2.221
S 1.117 -1.699 1.162
O 3.682 -2.075 2.541
C 4.016 -1.220 3.653
C 2.761 -0.559 4.209
C 4.981 -0.176 3.104
C 4.706 -2.060 4.722
O 1.832 -3.756 3.532
C 1.934 -5.011 4.253
C 3.339 -5.592 4.127
C 1.625 -4.680 5.709
C 0.928 -6.023 3.711
H 3.779 -5.221 -1.893
H 2.356 -4.298 -1.363
H 2.584 -5.959 -0.811
H 5.590 -5.815 -0.106
H 4.294 -6.533 0.860
H 5.332 -5.276 1.561
H 5.350 -3.469 -1.015
H 5.248 -2.945 0.677
H 4.000 -2.452 -0.467
H 2.285 0.047 3.436
H 3.018 0.080 5.053
H 2.049 -1.318 4.539
H 4.505 0.391 2.303
H 5.871 -0.667 2.710
H 5.282 0.510 3.896
H 4.007 -2.775 5.153
H 5.089 -1.418 5.515
H 5.541 -2.607 4.282
H 4.095 -4.848 4.385
H 3.510 -5.921 3.105
H 3.451 -6.443 4.798
H 2.374 -4.003 6.120
H 1.624 -5.595 6.301
H 0.646 -4.208 5.790
H 0.949 -6.011 2.624
H -0.086 -5.793 4.037
H 1.188 -7.019 4.069
C 1.433 7.424 -4.144
C 1.225 5.927 -3.862
C 2.516 5.422 -3.193
C 0.062 5.802 -2.873
C 1.001 5.145 -5.207
O 2.161 5.354 -6.029
C -0.205 5.610 -6.075
C -1.633 5.047 -5.936
C -2.492 5.660 -4.859
C -3.034 4.878 -3.846
C -3.825 5.432 -2.851
C -4.090 6.790 -2.875
Cl -5.068 7.496 -1.629
C -3.590 7.589 -3.892
C -2.800 7.018 -4.876
C 1.138 3.598 -5.059
N 0.290 2.806 -4.185
C 0.507 2.381 -2.934
N -0.404 1.499 -2.581
C -1.181 1.397 -3.690
N -0.784 2.159 -4.679
H 1.535 7.949 -3.194
H 0.587 7.869 -4.668
H 2.344 7.605 -4.716
H 2.815 6.121 -2.412
H 3.325 5.361 -3.920
H 2.383 4.444 -2.727
H 0.398 6.129 -1.886
H -0.311 4.785 -2.780
H -0.771 6.438 -3.167
H 2.163 6.267 -6.332
H 0.109 5.373 -7.094
H -0.262 6.698 -6.011
H -1.611 3.972 -5.817
H -2.122 5.249 -6.894
H -2.840 3.813 -3.828
H -4.235 4.812 -2.065
H -3.825 8.644 -3.914
H -2.423 7.646 -5.675
H 2.173 3.428 -4.767
H 1.007 3.190 -6.061
H 1.303 2.728 -2.296
H -2.055 0.778 -3.779
N 5.134 5.622 5.318
C 4.604 4.993 4.516
C 3.933 4.204 3.530
C 4.532 3.962 2.294
C 3.881 3.195 1.348
C 2.621 2.663 1.626
C 2.022 2.912 2.869
C 2.673 3.674 3.815
C 1.907 1.823 0.724
C 1.208 1.075 0.070
H 5.509 4.375 2.088
H 4.346 2.995 0.392
H 1.045 2.490 3.066
H 2.219 3.862 4.779

***

Entry 2:
16
Properties=species:S:1:pos:R:3 method="wB97M-V/def2-TZVPD" relative_energy_kj_mol=450.68 lumo_ha="0.167 / 0.128" total_charge=-1 multiplicity=2 homo_energy_ev="-1.340 / -1.090"
C -1.737 0.557 0.103
C -1.651 -0.551 -0.869
C -0.556 -0.538 0.124
C 0.756 0.056 -0.356
C 1.815 0.046 0.744
C 3.150 0.237 0.636
H -3.428 0.734 -0.893
H -2.337 0.460 1.004
H -1.395 1.546 -0.095
H -2.254 -1.351 -0.944
H -1.304 -0.443 -2.031
H -0.719 -1.403 0.809
H 0.992 -0.068 -1.417
H 1.351 -0.177 1.725
H 3.803 0.466 -0.219
H 3.514 0.427 1.681

***

Entry 3:
16
Properties=species:S:1:pos:R:3 method="wB97M-V/def2-TZVPD" relative_energy_kj_mol=60.33 lumo_ha="0.162 / 0.155" total_charge=-1 multiplicity=2 homo_energy_ev="0.820 / -3.230"
C -1.956 -0.447 1.212
C -1.866 0.130 -0.216
C 3.040 -0.290 -0.366
C 1.982 0.533 -0.637
C 0.665 0.368 -0.083
C -0.470 0.061 -0.800
H -1.349 -1.353 1.261
H -2.989 -0.664 1.505
H -1.562 0.310 1.886
H -2.212 1.184 -0.178
H -2.581 -0.408 -0.843
H 4.039 -0.077 -0.741
H 2.980 -1.109 0.338
H 2.185 1.258 -1.439
H 0.559 0.535 0.985
H -0.466 -0.030 -1.884

***

Entry 4:
16
Properties=species:S:1:pos:R:3 method="wB97M-V/def2-TZVPD" relative_energy_kj_mol=365.62 lumo_ha="0.009 / 0.028" total_charge=0 homo_energy_ev="-7.311 / -7.244"
C 1.778 0.320 -0.410
C 0.801 0.096 0.695
C -0.837 -1.684 -0.294
C -1.577 -0.541 -0.501
C -1.156 0.751 -0.193
C -0.264 1.052 0.980
H 2.811 0.245 -0.044
H 1.633 1.308 -0.861
H 1.681 -0.416 -1.224
H 1.003 -0.707 1.396
H 0.220 -1.717 -0.500
H -1.328 -2.652 -0.199
H -2.592 -0.638 -0.901
H -1.500 1.588 -0.801
H 0.081 2.091 0.910
H -0.757 0.905 1.947

***

Entry 5:
16
Properties=species:S:1:pos:R:3 method="wB97M-V/def2-TZVPD" relative_energy_kj_mol=335.68 smiles="C=C=C1C[C@@H]1C.[H][H]" lumo_ha=0.043 total_charge=0 homo_energy_ev=-9.168
C -1.607 -0.043 -2.270
C -0.986 0.085 -1.124
C -0.299 0.247 -0.044
C -0.100 0.206 1.419
C 1.009 0.672 0.492
C 0.052 -1.110 2.151
H -1.560 -0.967 -2.839
H -2.176 0.779 -2.697
H 1.087 0.782 -2.538
H -0.598 0.995 1.984
H 1.853 0.003 0.340
H 1.256 1.730 0.455
H 1.780 0.969 -2.343
H 0.479 -1.869 1.488
H 0.720 -0.994 3.012
H -0.910 -1.485 2.515

***

Entry 6:
16
Properties=species:S:1:pos:R:3 method="wB97M-V/def2-TZVPD" relative_energy_kj_mol=332.37 smiles=CCC#CCC lumo_ha=0.034 total_charge=0 homo_energy_ev=-9.064
C -0.358 -2.024 -0.594
C -1.342 -0.880 -0.364
C -1.338 -0.395 1.105
C -0.765 0.689 0.965
C 0.209 1.723 0.690
C 1.532 1.168 0.137
H 0.532 -1.932 0.041
H -0.814 -2.996 -0.388
H -0.027 -2.000 -1.637
H -1.059 -0.007 -0.983
H -2.353 -1.113 -0.689
H 0.363 2.165 1.675
H -0.188 2.508 0.036
H 1.437 0.801 -0.892
H 2.290 1.956 0.143
H 1.883 0.337 0.755

***

Entry 7:
16
Properties=species:S:1:pos:R:3 method="wB97M-V/def2-TZVPD" relative_energy_kj_mol=233.26 lumo_ha=0.034 total_charge=0 homo_energy_ev=-8.200
C 0.825 -0.094 2.505
C 0.775 -0.218 0.927
C -0.622 -0.054 -3.025
C -0.147 0.295 -1.743
C -1.029 0.451 -0.664
C -0.572 0.143 0.567
H 1.822 0.012 2.954
H 0.325 -0.982 2.856
H 0.331 0.893 2.721
H 0.893 -1.295 0.844
H 1.534 0.186 0.246
H -0.007 -0.180 -3.957
H -1.662 -0.299 -2.889
H 0.986 0.208 -1.763
H -2.054 0.552 -0.832
H -1.399 0.383 1.255

***

Entry 8:
16
Properties=species:S:1:pos:R:3 method="wB97M-V/def2-TZVPD" relative_energy_kj_mol=323.50 smiles=CC#CC(C)C lumo_ha=0.034 total_charge=0 homo_energy_ev=-8.274
C 2.998 0.610 -0.267
C 1.699 0.057 0.007
C 0.630 -0.494 0.171
C -0.809 -0.618 0.381
C -1.486 -1.112 -0.904
C -1.433 0.692 0.865
H 3.706 0.742 0.551
H 3.332 0.632 -1.315
H 2.100 1.508 0.106
H -0.967 -1.371 1.163
H -1.369 -0.384 -1.716
H -2.559 -1.261 -0.738
H -1.056 -2.060 -1.241
H -1.317 1.467 0.099
H -2.506 0.555 1.045
H -0.964 1.038 1.792

***

Entry 9:
16
Properties=species:S:1:pos:R:3 method="wB97M-V/def2-TZVPD" relative_energy_kj_mol=206.48 smiles=C#CCC(C)C lumo_ha=0.039 total_charge=0 homo_energy_ev=-9.802
C 0.944 2.039 0.128
C 0.510 0.576 0.269
C -0.073 0.186 1.543
C -0.319 0.096 -1.002
C -0.627 -1.305 -0.817
C -0.784 -2.472 -0.594
H 0.266 2.857 0.472
H 1.879 2.314 0.734
H 1.090 2.223 -0.958
H 1.425 -0.046 0.113
H 0.427 0.751 2.324
H -1.161 0.332 1.479
H -0.066 -0.894 1.696
H 0.177 0.419 -1.920
H -1.201 0.753 -0.918
H -0.743 -3.426 -0.189

***

Entry 10:
16
Properties=species:S:1:pos:R:3 method="wB97M-V/def2-TZVPD" relative_energy_kj_mol=379.16 smiles="C=C=CC.C=C" lumo_ha=0.036 total_charge=0 homo_energy_ev=-8.539
C 0.112 -1.590 0.614
C 0.202 -1.765 -0.766
C 0.052 0.037 -1.863
C -0.091 0.946 -0.860
C -0.165 1.104 0.396
C -0.320 2.122 1.470
H 1.017 -1.658 1.215
H -0.809 -1.866 1.123
H -0.058 -0.108 0.747
H -0.643 -2.202 -1.291
H 1.171 -1.997 -1.199
H 0.999 0.005 -2.400
H -0.815 -0.198 -2.479
H -0.423 3.125 1.050
H -1.204 1.910 2.081
H 0.549 2.117 2.138

***

Entry 11:
16
Properties=species:S:1:pos:R:3 method="wB97M-V/def2-TZVPD" relative_energy_kj_mol=399.17 smiles=C[C@H]1C[C@H]2C[C@H]21 lumo_ha=0.043 total_charge=0 homo_energy_ev=-7.660
C -0.840 1.198 0.981
C 0.015 -0.072 0.975
C -0.631 -1.298 0.303
C 0.224 -1.071 -0.929
C 0.730 0.636 -1.382
C 1.068 -0.100 -0.165
H -1.451 1.272 1.888
H -0.187 2.077 0.915
H -1.520 1.239 0.122
H 0.416 -0.239 1.980
H 0.208 -2.131 0.297
H -1.731 -1.495 0.375
H 0.197 -1.765 -1.753
H -0.169 1.192 -1.572
H 1.559 0.817 -2.088
H 2.112 -0.261 0.053

***

Entry 12:
16
Properties=species:S:1:pos:R:3 method="wB97M-V/def2-TZVPD" relative_energy_kj_mol=115.46 smiles="C/C=C/C1CC1" lumo_ha=0.047 total_charge=0 homo_energy_ev=-8.921
C -2.476 0.575 -0.028
C -1.081 0.367 0.486
C 1.387 0.591 0.108
C 1.733 -0.842 0.409
C 1.769 -0.351 -1.010
C -0.029 1.037 0.022
H -2.768 -0.318 -0.597
H -2.511 1.428 -0.715
H -3.230 0.715 0.753
H -0.922 -0.453 1.189
H 2.131 1.338 0.381
H 2.684 -1.043 0.892
H 0.941 -1.529 0.698
H 0.945 -0.647 -1.658
H 2.721 -0.221 -1.513
H -0.198 1.877 -0.655